[1]
The following is a quantum chemistry calculation of a structure of composition C43H37N2PPdSSi, from OMol25.

Calculated values
ΔE to the lowest compared entry with this formula, charge and spin	0.000	eV
HOMO level	-13.2	eV
lowest unoccupied orbital energy	-6.3	eV
frontier orbital gap	6.901	eV

```
! RIJCOSX wB97M-V def2-TZVPD def2/J DEFGRID3
* xyz 2 1
Pd -0.233 -0.525 0.306
C -5.229 3.214 -0.903
C -4.371 3.292 0.187
C -3.512 2.243 0.466
C -3.517 1.112 -0.356
C -4.394 1.024 -1.436
C -5.244 2.084 -1.709
P -2.481 -0.246 0.153
C -2.521 -1.555 -1.070
C -2.266 -1.220 -2.407
C -2.229 -2.214 -3.369
C -2.431 -3.542 -3.004
C -2.675 -3.876 -1.679
C -2.727 -2.886 -0.709
C -2.978 -0.799 1.774
C -4.241 -1.136 2.176
C -4.482 -1.359 3.549
C -3.487 -1.154 4.468
C -2.188 -0.744 4.076
C -1.172 -0.384 4.998
C 0.019 0.107 4.551
C 0.300 0.197 3.158
C -0.641 -0.197 2.266
C -1.923 -0.618 2.696
H -5.901 4.034 -1.118
H -4.381 4.166 0.825
H -2.854 2.289 1.325
H -4.421 0.135 -2.053
H -5.928 2.023 -2.545
H -2.118 -0.184 -2.692
H -2.066 -1.955 -4.407
H -2.417 -4.317 -3.759
H -2.849 -4.908 -1.403
H -2.938 -3.140 0.323
H -5.055 -1.209 1.464
H -5.469 -1.654 3.877
H -3.695 -1.275 5.524
H -1.364 -0.480 6.059
H 0.781 0.410 5.256
H 1.284 0.526 2.854
C 1.926 0.531 -4.587
C 0.997 -0.211 -3.870
C 0.953 -0.100 -2.487
C 1.830 0.744 -1.802
C 2.748 1.496 -2.541
C 2.795 1.385 -3.924
Si 1.794 1.072 0.025
C 1.056 2.715 0.387
C -0.213 3.103 -0.051
C -0.633 4.414 0.079
C 0.206 5.367 0.643
C 1.478 5.009 1.056
C 1.905 3.693 0.928
C 3.406 0.791 0.877
C 4.374 0.026 0.209
C 5.620 -0.188 0.771
C 5.919 0.348 2.018
C 4.975 1.103 2.695
C 3.729 1.328 2.127
H 1.968 0.447 -5.665
H 0.310 -0.870 -4.384
H 0.210 -0.693 -1.952
H 3.432 2.174 -2.043
H 3.512 1.969 -4.485
H -0.869 2.387 -0.530
H -1.614 4.697 -0.280
H -0.127 6.392 0.741
H 2.149 5.750 1.469
H 2.914 3.450 1.228
H 4.153 -0.397 -0.764
H 6.364 -0.766 0.238
H 6.893 0.181 2.458
H 5.209 1.526 3.662
H 3.013 1.934 2.670
S 1.630 -1.868 0.994
C 2.135 -2.971 -0.218
N 2.445 -4.228 0.075
C 3.029 -4.944 -1.064
C 2.868 -3.919 -2.208
N 2.351 -2.739 -1.505
H 2.425 -4.582 1.018
H 2.480 -5.863 -1.257
H 4.072 -5.191 -0.868
H 2.158 -4.255 -2.963
H 3.813 -3.688 -2.692
H 2.219 -1.838 -1.936
*
```


[2]
The following is a quantum chemistry calculation of a structure of composition C43H38Cl3F3N2O3S2SbSeSiTi, from OMol25.

Calculated values
ΔE to the lowest compared entry with this formula, charge and spin	2.262	eV
HOMO level (spin up / spin down)	-0.5 / -0.6	eV
lowest unoccupied orbital energy (spin up / spin down)	4.0 / 4.0	eV
frontier orbital gap (spin up / spin down)	4.545 / 4.624	eV

```
! RIJCOSX wB97M-V def2-TZVPD def2/J DEFGRID3
* xyz -2 2
Ti -0.094 -1.022 0.507
Cl -0.596 4.979 4.476
C -0.390 3.722 3.272
C -0.296 4.075 1.933
C -0.117 3.078 0.993
C -0.004 1.730 1.345
O 0.193 0.802 0.419
C -0.118 1.390 2.722
C 0.010 0.045 3.204
N 0.383 -0.970 2.469
C 0.652 -2.193 3.110
C -0.262 -2.819 3.917
C 0.052 -4.022 4.571
C 1.285 -4.590 4.439
C 2.264 -3.975 3.627
C 3.556 -4.511 3.428
C 4.461 -3.821 2.679
C 4.089 -2.567 2.152
N 2.903 -2.043 2.294
C 1.966 -2.750 2.977
C -0.314 2.410 3.664
H -0.353 5.110 1.624
H -0.050 3.347 -0.050
H -0.101 -0.111 4.276
H -1.257 -2.395 3.984
H -0.705 -4.504 5.177
H 1.537 -5.514 4.947
H 3.804 -5.470 3.871
H 5.451 -4.217 2.489
H 4.804 -1.973 1.588
H -0.391 2.146 4.712
C -1.514 -3.283 -3.451
C -1.249 -2.867 -2.019
S -0.595 -1.227 -1.863
C -1.542 -3.672 -0.988
C -2.150 -5.038 -1.231
S -1.306 -3.258 0.690
H -1.035 -2.575 -4.127
H -2.588 -3.290 -3.671
H -1.122 -4.285 -3.663
H -1.581 -5.597 -1.981
H -3.184 -4.956 -1.589
H -2.156 -5.602 -0.299
F 2.669 5.755 -6.948
C 2.353 4.823 -6.007
C 1.128 4.899 -5.378
C 0.811 3.938 -4.423
C 1.695 2.907 -4.095
C 2.922 2.880 -4.759
C 3.263 3.830 -5.718
Sb 1.324 1.392 -2.510
C 2.239 2.809 -1.098
C 2.912 2.269 -0.002
C 3.702 3.070 0.817
C 3.817 4.411 0.521
F 4.614 5.194 1.296
C 3.159 4.986 -0.545
C 2.369 4.174 -1.352
C -0.809 1.753 -2.845
C -1.807 1.955 -1.901
C -3.153 1.903 -2.253
C -3.479 1.635 -3.561
F -4.789 1.594 -3.928
C -2.520 1.406 -4.527
C -1.187 1.459 -4.154
H 0.442 5.699 -5.630
H -0.149 3.996 -3.922
H 3.634 2.096 -4.518
H 4.214 3.805 -6.236
H 2.821 1.213 0.219
H 4.231 2.660 1.668
H 3.271 6.045 -0.745
H 1.854 4.620 -2.193
H -1.572 2.119 -0.862
H -3.922 2.028 -1.503
H -2.816 1.169 -5.541
H -0.425 1.257 -4.901
C -3.912 -2.759 3.098
Si -4.082 -0.975 2.469
C -5.785 -0.834 1.648
C -4.157 0.128 4.019
Se -2.554 -0.180 1.021
H -4.877 -3.277 3.081
H -3.542 -2.781 4.130
H -3.213 -3.314 2.471
H -6.586 -1.111 2.343
H -5.841 -1.485 0.772
H -5.954 0.193 1.310
H -5.038 -0.098 4.632
H -4.199 1.180 3.725
H -3.265 -0.007 4.640
Cl 4.345 -2.533 -2.178
C 2.717 -2.979 -1.628
Cl 2.750 -4.582 -0.866
C 2.143 -1.909 -0.660
O 1.261 -2.347 0.140
O 2.559 -0.765 -0.755
H 2.075 -3.032 -2.501
*
```


[3]
The following is a quantum chemistry calculation of a structure of composition C43H38ClN2P2SZr, from OMol25.

Calculated values
HOMO level	-16.3	eV
lowest unoccupied orbital energy	-10.8	eV
frontier orbital gap	5.524	eV

```
! RIJCOSX wB97M-V def2-TZVPD def2/J DEFGRID3
* xyz 3 1
Zr -0.745 0.292 -0.121
Cl -2.725 1.600 -0.253
P 0.014 0.271 -2.643
P -0.573 0.733 2.440
C 1.488 -0.655 -3.279
C 0.201 1.878 -3.547
C -1.424 -0.605 -3.434
C -1.735 -0.324 3.480
C 0.994 0.455 3.393
C -1.062 2.468 2.876
C 1.382 -1.949 -3.818
C 2.539 -2.673 -4.130
C 3.809 -2.117 -3.933
C 3.919 -0.813 -3.414
C 2.763 -0.091 -3.084
H 0.404 -2.385 -4.016
H 2.437 -3.678 -4.544
H 4.704 -2.699 -4.192
H 4.915 -0.382 -3.287
H 2.841 0.918 -2.674
C -1.823 -1.833 -2.896
C -2.970 -2.449 -3.408
C -3.692 -1.812 -4.425
C -3.287 -0.574 -4.956
C -2.131 0.036 -4.466
H -1.244 -2.287 -2.075
H -3.270 -3.431 -3.037
H -4.586 -2.286 -4.826
H -3.860 -0.117 -5.767
H -1.725 0.974 -4.856
C 0.927 1.979 -4.757
C 1.038 3.223 -5.385
C 0.435 4.350 -4.806
C -0.263 4.251 -3.595
C -0.369 3.017 -2.947
H 1.403 1.096 -5.208
H 1.584 3.297 -6.329
H 0.505 5.311 -5.316
H -0.729 5.140 -3.168
H -0.904 2.911 -1.989
C 1.739 1.543 3.878
C 2.953 1.296 4.533
C 3.421 -0.014 4.685
C 2.697 -1.103 4.166
C 1.483 -0.858 3.514
H 1.366 2.564 3.748
H 3.528 2.137 4.922
H 4.365 -0.182 5.211
H 3.099 -2.114 4.293
H 0.879 -1.669 3.098
C -2.908 -0.765 2.857
C -3.666 -1.735 3.499
C -3.277 -2.205 4.765
C -2.132 -1.739 5.419
C -1.371 -0.771 4.768
H -3.222 -0.338 1.900
H -4.579 -2.089 3.015
H -3.881 -2.952 5.267
H -1.819 -2.097 6.411
H -0.476 -0.386 5.256
C -2.044 2.717 3.853
C -2.543 4.018 4.010
C -2.062 5.059 3.189
C -1.072 4.803 2.222
C -0.562 3.506 2.070
H -2.391 1.881 4.469
H -3.310 4.226 4.766
H -2.471 6.072 3.299
H -0.694 5.608 1.584
H 0.201 3.275 1.311
H -2.108 -1.117 -0.336
H -2.999 -1.290 -0.203
N -1.916 -3.161 0.572
C -0.578 -2.978 0.512
N -0.026 -1.767 0.180
C 1.430 -1.779 0.264
C 2.237 -0.637 0.214
C 3.622 -0.830 0.351
C 4.117 -2.103 0.540
C 3.277 -3.200 0.633
C 1.896 -3.063 0.489
S 0.541 -4.247 0.623
H -2.300 -4.073 0.616
H -2.556 -2.416 0.328
H 1.732 0.340 0.003
H 4.324 -0.016 0.242
H 5.199 -2.216 0.591
H 3.671 -4.176 0.798
*
```


[4]
The following is a quantum chemistry calculation of a structure of composition C43H38N4O2PbS4Te, from OMol25.

Calculated values
ΔE to the lowest compared entry with this formula, charge and spin	0.187	eV
HOMO level (spin up / spin down)	-4.1 / -4.0	eV
lowest unoccupied orbital energy (spin up / spin down)	2.0 / 1.7	eV
frontier orbital gap (spin up / spin down)	6.060 / 5.733	eV

```
! RIJCOSX wB97M-V def2-TZVPD def2/J DEFGRID3
* xyz -1 2
Pb -0.897 -0.614 1.949
C 1.350 -4.238 -0.198
C 2.077 -4.753 0.861
C 1.548 -4.681 2.137
C 0.300 -4.095 2.310
N -0.408 -3.598 1.292
C 0.117 -3.662 0.072
C -0.317 -3.961 3.662
C 0.004 -4.825 4.706
C -0.622 -4.648 5.926
C -1.557 -3.637 6.070
C -1.823 -2.821 4.973
N -1.203 -2.982 3.809
C -2.844 -1.730 5.022
C -3.886 -1.730 5.943
C -4.785 -0.675 5.931
C -4.620 0.340 5.007
C -3.560 0.256 4.115
N -2.698 -0.754 4.125
H 1.734 -4.254 -1.207
H 3.058 -5.182 0.702
H 2.123 -5.025 2.985
H -0.468 -3.209 -0.722
H 0.714 -5.626 4.560
H -0.388 -5.299 6.759
H -2.052 -3.478 7.016
H -4.013 -2.545 6.640
H -5.609 -0.656 6.632
H -5.300 1.179 4.960
H -3.404 1.009 3.353
O 4.529 3.368 4.477
C 3.620 2.679 4.074
S 1.943 3.210 3.971
C 1.269 1.739 3.282
C 2.123 0.719 3.089
S 1.769 -0.873 2.466
S 3.805 1.017 3.512
S -0.443 1.808 2.942
C 4.093 0.295 -7.203
C 3.102 0.253 -6.070
C 2.530 1.411 -5.571
C 1.631 1.392 -4.506
C 1.049 2.700 -4.043
C 1.294 0.176 -3.901
Te -0.079 0.056 -2.208
N -1.727 0.169 -0.379
C -2.970 0.418 -0.073
O -3.402 0.430 1.120
C -3.929 0.779 -1.182
C -3.847 0.229 -2.454
C -4.752 0.601 -3.438
C -5.739 1.536 -3.160
C -5.827 2.086 -1.887
C -4.932 1.701 -0.900
C 0.987 1.543 -1.117
C 2.336 1.339 -0.799
C 3.125 0.098 -1.122
C 3.037 2.350 -0.140
C 2.449 3.557 0.194
C 3.236 4.660 0.849
C 1.109 3.731 -0.124
C 0.363 2.750 -0.766
C -1.084 3.063 -1.033
C 1.837 -1.009 -4.427
C 1.481 -2.368 -3.879
C 2.732 -0.954 -5.491
H 4.117 1.282 -7.665
H 3.845 -0.435 -7.976
H 5.102 0.068 -6.851
H 2.783 2.365 -6.025
H 1.170 3.466 -4.811
H 1.536 3.051 -3.130
H -0.013 2.598 -3.816
H -3.070 -0.491 -2.673
H -4.683 0.161 -4.426
H -6.439 1.834 -3.931
H -6.596 2.815 -1.664
H -4.994 2.099 0.104
H 2.619 -0.553 -1.826
H 3.305 -0.472 -0.207
H 4.090 0.374 -1.553
H 4.079 2.177 0.110
H 4.190 4.293 1.230
H 2.687 5.088 1.686
H 3.441 5.465 0.137
H 0.619 4.664 0.139
H -1.211 4.136 -1.185
H -1.695 2.768 -0.177
H -1.477 2.535 -1.902
H 0.402 -2.518 -3.825
H 1.863 -2.497 -2.865
H 1.900 -3.155 -4.509
H 3.145 -1.880 -5.880
*
```


Number 2 is which compound?
C43H38Cl3F3N2O3S2SbSeSiTi